The following is a quantum chemistry calculation of CH5ClN2S as an isolated structure in a non-equilibrium geometry, from the Open Molecules 2025 dataset.

Values from the calculation:
**Total charge**: 0
**Strongest force on any atom**: 0.2808 Eh/bohr
**HOMO**: -5.26 eV

Atoms and positions in Å:
C  0.130079  0.235045  -0.367046
H  0.183823  0.613629  2.982639
H  -0.972288  -0.527925  1.138076
H  -1.081096  -1.427596  -0.315715
H  -0.306181  -0.376955  -2.281568
H  1.016383  0.700288  -2.113510
N  -0.855768  -0.553432  0.138036
N  0.398204  0.032238  -1.684118
S  0.943893  1.358845  0.554062
Cl  0.542951  -0.054137  1.949145

Forces on the atoms, in the same order (eV/Å):
C -0.58 0.52 -1.39
H 0.15 -0.07 0.33
H -0.94 -0.35 -0.85
H 0.00 0.27 -0.17
H 0.13 0.05 0.21
H -0.06 0.04 0.10
N -1.34 -0.60 -1.80
N 0.21 -0.10 -0.22
S 1.93 7.46 -8.69
Cl 0.51 -7.22 12.49